Entry w
The following is a quantum chemistry calculation of an isolated molecule of C4H12NP, from the OMol25 dataset.

Bonds (Å) are listed after each position.
Geometry (Å):
1 C 0.2345 0.8434 -1.8873  C2 1.559, H7 1.169, H8 1.021, H9 1.072
2 C 0.5222 0.7185 -0.3600  C1 1.559, C3 1.561, N4 1.775, H10 1.188
3 C 1.8318 -0.1061 -0.1532  C2 1.561, H11 1.030, H12 1.196, H13 1.153
4 N -0.8108 -0.2734 0.2654  C2 1.775, C5 1.440, P6 1.664
5 C -1.3567 0.2933 1.4717  N4 1.440, H14 1.044, H15 1.137, H16 1.155
6 P -0.6500 -1.9225 0.1088  N4 1.664, H17 1.548, H18 1.390
7 H -0.9042 1.1025 -1.9423  C1 1.169
8 H 0.7723 1.5914 -2.3271  C1 1.021
9 H 0.2492 -0.1252 -2.3457  C1 1.072
10 H 0.6003 1.8026 0.1185  C2 1.188
11 H 1.5688 -1.0882 -0.3185  C3 1.030
12 H 2.3373 0.0425 0.9208  C3 1.196
13 H 2.5844 0.2644 -0.9445  C3 1.153
14 H -1.0680 -0.2853 2.2919  C5 1.044
15 H -1.1844 1.4125 1.5742  C5 1.137
16 H -2.5019 0.1458 1.4585  C5 1.155
17 H -2.0586 -2.0296 0.7430  P6 1.548
18 H -0.1660 -2.3868 1.3257  P6 1.390

Computed properties:
HOMO-LUMO gap in eV: 9.61
HOMO in eV: -8.6210
Total charge: 0

Results of the natural (NBO) charge analysis, in e, for atoms 1 through 4: -0.638 0.011 -0.633 -0.793

Entry x
The following is a quantum chemistry calculation of a 2-piece molecular cluster, C4H12NP overall, from the OMol25 dataset.

Bonds (Å) are listed after each position.
Geometry (Å):
1 C -1.7433 -2.6089 -0.7304  N5 1.355, H7 1.102, H8 1.104, H9 1.103
2 C -0.2326 1.4924 -0.9827  P6 1.848, H10 1.088, H11 1.088, H12 1.090
3 C 2.2832 1.1030 0.2160  P6 1.857, H13 1.088, H14 1.089, H15 1.089
4 C -0.0226 0.2604 1.5301  P6 1.847, H16 1.090, H17 1.087, H18 1.089
5 N -1.9926 -1.3620 -0.2612  C1 1.355
6 P 0.7310 0.1514 -0.1521  C2 1.848, C3 1.857, C4 1.847
7 H -0.6719 -2.7387 -0.9551  C1 1.102
8 H -2.3041 -2.8084 -1.6607  C1 1.104
9 H -2.0324 -3.3746 0.0084  C1 1.103
10 H 0.1460 1.6426 -1.9914  C2 1.088
11 H -1.2687 1.1656 -1.0388  C2 1.088
12 H -0.1661 2.4263 -0.4248  C2 1.090
13 H 2.8330 1.2785 -0.7057  C3 1.088
14 H 2.0541 2.0560 0.6910  C3 1.089
15 H 2.9083 0.5101 0.8816  C3 1.089
16 H -0.0882 1.2956 1.8643  C4 1.090
17 H -1.0159 -0.1790 1.4781  C4 1.087
18 H 0.5829 -0.3102 2.2333  C4 1.089

Computed properties:
HOMO-LUMO gap (alpha / beta) in eV: 7.93 / 7.89
HOMO (alpha / beta) in eV: -8.3885 / -8.3835
Total charge: 0

Results of the natural (NBO) charge analysis, in e, for atoms 1 through 4: -0.601 -0.932 -0.927 -0.936

The most stable arrangement is entry w, and the next structure is 95.4 kJ/mol less stable.

Entry w
The following is a quantum chemistry calculation of a 2-piece molecular cluster, CH5NO2Si overall, from the OMol25 dataset.

Bonds (Å) are listed after each position.
Geometry (Å):
1 C -1.1787 -0.7025 0.0778  Si5 1.862, H6 1.093, H7 1.082, H8 1.050
2 N 1.9882 -0.0048 0.3207  O3 1.214, O4 1.196
3 O 2.0013 -1.2022 0.5189  N2 1.214
4 O 2.9055 0.7621 0.3600  N2 1.196
5 Si -0.2884 0.9011 -0.2410  C1 1.862, H9 1.459, H10 1.530
6 H -1.1247 -1.5383 -0.6248  C1 1.093
7 H -1.1695 -1.3008 0.9787  C1 1.082
8 H -2.1187 -0.2763 -0.1154  C1 1.050
9 H -0.6538 2.1288 0.4581  Si5 1.459
10 H -0.3611 1.2328 -1.7329  Si5 1.530

Computed properties:
HOMO-LUMO gap in eV: 8.49
HOMO in eV: -9.0375
Total charge: 0

Results of the natural (NBO) charge analysis, in e, for atoms 1 through 4: -1.140 0.376 -0.411 -0.394

Entry x
The following is a quantum chemistry calculation of a 2-piece molecular cluster, CH5NO2Si overall, from the OMol25 dataset.

Bonds (Å) are listed after each position.
Geometry (Å):
1 C 1.5642 0.7097 -0.1612  Si5 1.883, H6 1.089, H7 1.087, H8 1.089
2 N -3.1908 -0.0090 -0.3639  O3 1.211, O4 1.265
3 O -3.5045 0.7964 0.4839  N2 1.211
4 O -2.0289 -0.4978 -0.4657  N2 1.265
5 Si 0.7067 -0.9132 0.2569  C1 1.883, H9 1.449, H10 1.452
6 H 2.6478 0.6192 -0.1056  C1 1.089
7 H 1.3037 1.0337 -1.1655  C1 1.087
8 H 1.2578 1.4964 0.5262  C1 1.089
9 H 0.7997 -2.0305 -0.6603  Si5 1.449
10 H 0.4442 -1.2048 1.6551  Si5 1.452

Computed properties:
HOMO-LUMO gap (alpha / beta) in eV: 6.87 / 5.53
HOMO (alpha / beta) in eV: -8.3219 / -7.3896
Total charge: 0

Results of the natural (NBO) charge analysis, in e, for atoms 1 through 4: -1.138 0.356 -0.396 -0.528

The most stable arrangement is entry w, and the next structure is 93.1 kJ/mol less stable.